The following is a DFT calculation (the ωB97M-V functional and the def2-TZVPD basis) of a structure of composition C18H52O8 in a non-equilibrium geometry.

Gap between HOMO and LUMO, eV: 7.4
HOMO level, eV: -7.116
LUMO energy, eV: 0.3014
Energy above the lowest of the compared OMol25 structures with the same formula, charge and spin, kcal/mol: 926.2
2S+1: 1
DFT total energy, eV: -35849.8045

Cartesian coordinates (Å):
O  1.1779  -1.8327  -0.8055
H  0.7077  -1.7904  -1.6382
H  0.9297  -1.0289  -0.3487
O  0.0973  -0.1324  0.0406
H  -0.7615  -0.5325  0.1771
H  -0.0176  0.4260  -0.7284
C  -1.4264  -0.8080  3.6861
C  -1.8699  0.5828  3.2705
C  -1.8573  0.8950  1.7028
O  -3.1814  0.7731  3.7810
H  -1.3381  -0.9229  4.7665
H  -0.4265  -0.9324  3.2702
H  -2.0613  -1.5396  3.1863
H  -1.2093  1.3395  3.6937
H  -0.8717  0.8276  1.2422
H  -2.2782  1.8700  1.4570
H  -2.4189  0.1112  1.1945
H  -3.6331  -0.0480  3.5728
C  -0.0621  -4.0913  1.8675
C  -1.0452  -3.0494  1.4326
C  -0.9520  -2.5254  0.0468
O  -2.3082  -3.6019  1.5882
H  -0.1416  -4.5260  2.8639
H  0.9565  -3.7164  1.7672
H  -0.0655  -4.9249  1.1653
H  -1.0342  -2.1820  2.0927
H  -1.5915  -1.7182  -0.3105
H  -0.8731  -3.3567  -0.6538
H  0.0439  -2.0953  -0.0594
H  -2.2413  -4.4522  2.0290
C  3.7191  -0.0304  -2.9227
C  2.3538  -0.6532  -2.7878
C  1.4005  0.1564  -1.8802
O  1.7140  -0.6538  -4.0935
H  4.5533  -0.6815  -3.1839
H  3.9867  0.2597  -1.9066
H  3.6965  0.8437  -3.5735
H  2.4313  -1.7188  -2.5720
H  0.3798  -0.2196  -1.8102
H  1.2385  1.1556  -2.2845
H  1.8845  0.2123  -0.9051
H  0.8524  -1.0529  -3.9516
C  -2.9124  1.1146  -0.3640
C  -2.6296  -0.3390  -0.7338
C  -1.7863  -0.2670  -1.9969
O  -1.7272  -0.8439  0.2056
H  -1.9853  1.6260  -0.1049
H  -3.6248  1.1254  0.4609
H  -3.1781  1.6970  -1.2462
H  -3.5638  -0.8874  -0.8542
H  -1.3262  -1.2141  -2.2789
H  -0.9529  0.4351  -2.0233
H  -2.4331  0.0326  -2.8215
H  -2.2140  -1.2982  0.8972
C  2.1822  1.4779  2.4395
C  2.9676  0.6090  1.4727
C  2.0302  -0.0252  0.4071
O  3.9312  1.2870  0.7338
H  2.8643  2.1209  2.9958
H  1.6221  0.7909  3.0739
H  1.3819  2.0044  1.9197
H  3.5393  -0.1383  2.0230
H  1.5296  0.7039  -0.2300
H  1.3652  -0.7340  0.9004
H  2.6023  -0.5589  -0.3518
H  3.7812  2.2352  0.7362
C  0.8553  1.9230  -1.1601
C  0.3069  3.1776  -1.6704
C  -1.1395  3.0551  -2.1584
O  0.3997  4.0892  -0.5879
H  0.3302  1.5795  -0.2688
H  1.9144  1.9657  -0.9062
H  0.7024  1.1606  -1.9239
H  0.9898  3.4129  -2.4867
H  -1.2381  2.4717  -3.0739
H  -1.6376  4.0167  -2.2819
H  -1.6541  2.5715  -1.3281
H  0.2497  4.9872  -0.8924